# 1
The following is a quantum chemistry calculation of a 21-piece molecular cluster, H41O21 overall in a non-equilibrium geometry, from the Open Molecules 2025 dataset.

The geometry in XYZ format:
```
62
Properties=species:S:1:pos:R:3
O 1.28 2.43 3.26
H 0.83 1.96 3.80
H 0.53 2.81 2.66
O 0.43 -0.86 -1.17
H 0.12 -1.24 -0.21
H 1.24 -0.29 -0.99
O -3.40 -1.99 -1.21
H -2.81 -1.37 -1.57
H -2.85 -2.75 -1.08
O -3.25 3.25 -2.41
H -3.74 2.37 -2.49
H -2.82 3.12 -3.22
O 2.17 1.63 -3.04
H 2.47 1.45 -2.11
H 1.90 2.51 -3.08
O 3.88 -1.12 -0.43
H 4.60 -0.73 -0.77
H 3.26 -0.49 -0.17
O -1.13 -0.61 -3.38
H -0.92 -1.40 -3.91
H -0.89 -0.81 -2.43
O -0.82 -3.47 -1.41
H 0.08 -3.95 -1.42
H -0.56 -2.60 -1.73
O 3.29 0.41 1.61
H 2.51 -0.06 1.87
H 4.07 0.20 2.27
O -0.96 1.81 3.99
H -1.67 1.68 4.67
H -1.23 1.65 3.13
O -2.15 -3.01 2.51
H -0.73 0.69 1.08
H -1.25 -2.81 2.06
O -3.69 0.05 3.79
H -2.86 -0.55 3.65
H -4.36 -0.47 3.13
O 1.41 -4.00 -2.94
H 1.29 -3.26 -3.53
H 2.19 -3.71 -2.53
O -3.80 -0.93 1.47
H -3.64 -1.88 1.46
H -2.94 -0.58 0.91
O 3.69 3.64 -1.27
H 3.34 3.54 -0.38
H 2.84 3.74 -1.82
O -0.83 1.57 1.07
H -1.57 1.89 0.59
O 2.86 -1.93 -2.91
H 3.48 -1.94 -2.15
H 2.36 -1.10 -2.53
O 0.99 -0.46 2.21
H 0.32 0.16 2.46
H 0.51 -1.21 1.67
O -1.41 3.51 -0.87
H -0.77 3.95 -1.26
H -2.41 3.32 -1.18
O 1.80 2.07 0.31
H 1.15 1.80 0.81
H 2.59 2.52 0.69
O -0.47 -2.02 0.95
H -0.25 -2.94 0.92
H -2.63 -2.88 1.79
```

Calculated values
Kohn-Sham gap = 8.94 eV
LUMO = 0.073 Ha
net charge = -1
ΔE to the lowest compared entry with this formula, charge and spin = 776.6 kJ/mol



# 2
The following is a quantum chemistry calculation of a 21-piece molecular cluster, H42O21 overall in a non-equilibrium geometry, from the Open Molecules 2025 dataset.

The geometry in XYZ format:
```
63
Properties=species:S:1:pos:R:3
O 2.35 -3.47 2.57
H 3.14 -3.49 2.03
H 1.75 -2.77 2.34
O -1.82 -3.55 0.21
H -2.06 -3.98 -0.61
H -2.59 -3.10 0.59
O 0.31 -1.45 0.90
H -0.25 -2.05 0.36
H 0.52 -0.72 0.28
O 0.34 -3.52 -4.20
H 0.14 -4.09 -3.46
H 1.13 -3.00 -4.30
O 1.99 2.16 1.24
H 1.57 2.66 1.97
H 2.43 2.74 0.60
O 0.61 -1.40 3.54
H 0.68 -2.30 3.88
H 0.14 -1.47 2.67
O 0.53 -5.05 1.35
H -0.27 -4.53 1.26
H 1.07 -4.75 2.09
O 3.01 3.97 -0.88
H 3.15 3.98 -1.83
H 2.68 4.83 -0.61
O 3.82 -2.40 -0.03
H 4.74 -2.63 0.11
H 3.74 -1.60 0.52
O -0.35 0.97 0.97
H -0.12 0.37 1.68
H 0.46 1.54 0.91
O -2.57 0.03 4.66
H -1.84 -0.54 4.97
H -2.76 -0.47 3.86
O -4.41 0.77 -2.00
H -4.80 0.56 -1.15
H -3.44 0.61 -1.91
O 1.82 0.04 -0.85
H 2.10 -0.74 -0.37
H 2.12 0.85 -0.41
O -2.99 0.59 0.95
H -2.92 1.40 0.44
H -2.04 0.34 0.98
O -3.94 -1.74 1.53
H -4.41 -1.38 0.78
H -3.56 -1.06 2.08
O 0.71 1.62 -3.57
H 1.31 1.27 -4.22
H 0.73 2.51 -3.23
O 0.08 5.03 -0.98
H -0.19 4.16 -0.67
H 1.02 4.92 -1.09
O -1.84 0.25 -2.59
H -1.31 0.76 -3.23
H -0.92 -0.06 -2.29
O 4.17 -0.69 -2.38
H 4.26 -1.42 -1.75
H 3.20 -0.51 -2.37
O -0.34 3.22 1.99
H -0.85 3.70 2.65
H -0.81 2.77 1.27
O -2.67 3.64 -2.08
H -2.28 4.28 -2.69
H -3.50 3.35 -2.48
```

Calculated values
Kohn-Sham gap = 9.71 eV
LUMO = -0.022 Ha
ΔE to the lowest compared entry with this formula, charge and spin = 703.3 kJ/mol



# 3
The following is a quantum chemistry calculation of a 21-piece molecular cluster, H42O21 overall in a non-equilibrium geometry, from the Open Molecules 2025 dataset.

The geometry in XYZ format:
```
63
Properties=species:S:1:pos:R:3
O 0.84 -0.17 -0.62
H 1.89 -0.28 -0.81
H 0.44 -0.79 -1.30
O 3.28 -2.59 2.00
H 3.98 -3.02 1.53
H 2.57 -3.21 2.04
O -0.50 3.90 0.12
H -0.05 3.20 0.56
H -0.98 3.55 -0.61
O 3.86 -0.71 0.03
H 3.92 -1.05 0.94
H 3.82 0.12 0.32
O -1.34 -2.14 0.26
H -0.71 -1.65 0.68
H -2.11 -1.71 0.76
O -0.75 0.02 2.13
H -1.41 0.48 2.78
H -0.79 0.01 1.28
O 0.04 -5.20 0.22
H -0.11 -4.51 -0.28
H -0.30 -5.05 1.17
O -2.75 2.40 3.01
H -3.66 2.91 2.90
H -2.52 2.72 3.91
O 3.82 0.33 2.43
H 3.64 1.21 2.23
H 3.21 -0.43 2.61
O 2.82 2.78 0.39
H 2.99 2.38 1.29
H 1.92 3.05 0.42
O 1.17 2.09 3.68
H 0.53 2.69 3.23
H 0.92 1.22 3.40
O -3.09 -0.96 -1.32
H -2.45 -1.49 -1.80
H -3.65 -1.64 -0.98
O -2.67 2.05 -0.23
H -3.30 2.20 -0.90
H -2.34 1.06 -0.22
O -0.84 -0.64 -3.25
H -0.27 -0.69 -3.93
H -1.25 0.18 -2.94
O -1.94 -4.29 -2.75
H -1.14 -4.54 -2.36
H -1.71 -3.70 -3.61
O 4.14 -0.12 -3.01
H 3.74 -0.55 -2.37
H 4.77 0.38 -2.70
O 1.43 3.47 -1.35
H 0.66 3.26 -1.89
H 1.65 4.29 -1.09
O -4.08 -0.98 1.25
H -4.26 -0.13 0.94
H -4.50 -1.49 0.70
O -2.67 -3.33 3.25
H -2.81 -2.94 2.59
H -2.13 -2.82 3.84
O -1.71 2.50 -3.04
H -1.25 3.24 -3.41
H -2.26 2.28 -3.75
O 1.24 1.44 -3.17
H 1.03 0.64 -2.72
H 1.81 1.90 -2.58
```

Calculated values
Kohn-Sham gap = 10.14 eV
LUMO = -0.007 Ha
ΔE to the lowest compared entry with this formula, charge and spin = 1286.5 kJ/mol



| no. | HOMO (eV) |
| --- | --- |
| 1 | -6.961 |
| 2 | -10.312 |
| 3 | -10.320 |